ORCA calculation (ωB97M-V/def2-TZVPD) on a 6-piece molecular cluster, C25H55N3O10PS6 overall at a distorted geometry.

Properties
HOMO level   -0.4329 hartree
Total charge   +1
Calculated total energy   -4632.44497 Ha
Multiplicity   1
Gap between HOMO and LUMO   9.2 eV

Geometry (Å):
H (1.325, 2.442, -1.421)
H (8.479, 3.034, 2.060)
H (-7.573, -0.799, 3.541)
N (-5.356, 0.418, -0.522)
H (-4.353, -6.379, -1.551)
O (-0.353, 2.068, 0.678)
H (5.305, -3.767, 5.133)
C (6.294, 5.109, 0.139)
O (2.355, 3.282, -6.102)
H (-3.331, -0.950, 2.160)
H (2.211, 0.639, -5.996)
H (2.792, -1.340, 6.757)
H (2.440, -3.617, 6.188)
H (-2.196, -0.020, 0.451)
H (0.375, -0.698, -5.022)
C (3.143, 1.370, 1.263)
H (-5.074, -6.817, -3.092)
H (3.696, 0.510, 0.882)
C (3.655, -1.832, 6.316)
C (-5.743, -0.663, 2.607)
H (2.525, 3.310, 0.534)
C (1.821, 0.925, -5.020)
C (-3.213, -0.343, 0.251)
H (5.468, 5.389, 2.119)
H (3.894, -3.826, 7.153)
H (-7.041, -6.044, -2.015)
H (8.508, 5.475, 1.820)
C (-6.213, -5.341, -1.998)
H (6.860, 5.715, -0.565)
H (-5.992, -1.600, -0.666)
H (-3.180, -0.867, -0.703)
C (-5.171, -1.337, 1.359)
H (-3.699, -4.170, -2.427)
P (-3.329, 2.251, -0.801)
H (-0.292, 3.257, -6.383)
C (0.421, 0.364, -4.787)
H (-5.098, 0.215, -1.500)
H (2.753, -3.103, 3.571)
H (-2.083, 2.433, -0.171)
H (-0.363, 0.910, -6.725)
C (-4.110, 0.883, 0.134)
H (1.401, 1.569, 2.577)
O (5.141, -0.723, 4.434)
N (-6.887, -1.416, 3.129)
H (-4.365, 1.244, 1.126)
H (-6.147, -4.873, -1.017)
C (-4.064, -4.909, -3.144)
H (0.137, 0.489, -3.739)
C (-5.024, -4.250, -4.130)
H (-3.201, -5.333, -3.654)
C (2.894, 2.365, 0.124)
C (-0.155, 2.666, -5.481)
H (2.535, 0.665, -4.241)
H (4.559, -1.537, 6.845)
O (6.071, 2.464, 0.006)
C (7.534, 3.553, 1.926)
H (-5.246, -4.906, -4.971)
H (2.227, 0.905, -1.340)
O (8.264, 3.517, -0.603)
H (6.749, 3.057, 2.496)
S (7.070, 3.489, 0.200)
O (1.701, 3.187, -3.682)
S (1.586, 2.699, -5.036)
H (3.738, 1.808, 2.060)
O (0.224, -0.257, -0.042)
C (1.772, 0.918, 1.787)
H (-5.432, -2.392, 1.440)
S (3.826, -1.281, 4.616)
C (7.597, 5.045, 2.240)
C (3.782, -2.906, 3.871)
H (-6.036, 0.370, 2.394)
O (-7.665, -4.406, -4.016)
C (4.225, -3.842, 4.992)
N (-3.706, -1.259, 1.271)
S (-6.538, -4.047, -3.202)
H (-0.712, 3.111, -4.658)
H (6.419, 6.756, 1.556)
H (4.436, -2.919, 3.002)
S (0.654, 1.056, 0.394)
H (-4.980, -0.616, 3.383)
O (-6.499, -2.763, -2.529)
H (3.988, -4.878, 4.761)
H (-6.922, -0.631, 0.413)
H (-4.691, -3.280, -4.491)
H (-4.083, 3.398, -0.480)
C (-4.883, -5.983, -2.416)
H (1.779, -0.106, 2.134)
C (3.498, -3.357, 6.254)
H (-1.563, 1.008, -5.443)
H (5.272, 4.994, -0.213)
H (7.606, 5.224, 3.314)
C (1.825, 1.736, -0.761)
C (-0.516, 1.189, -5.681)
H (3.801, 2.571, -0.437)
C (-5.907, -0.849, 0.103)
O (2.653, -0.532, 4.221)
H (-6.085, 1.129, -0.573)
H (-7.328, -1.966, 2.403)
C (6.367, 5.668, 1.566)
S (-3.250, 1.883, -2.709)

Löwdin atomic charge list, values in e, 5 entries: 0.09 0.11 0.08 0.06 0.12


ORCA calculation (ωB97M-V/def2-TZVPD) on C6H33Hg2O12 as an isolated structure at a distorted geometry.

Properties
HOMO level (alpha / beta)   -0.2765 / -0.2774 hartree
Total charge   0
Calculated total energy   -1457.84528 Ha
Multiplicity   2
Gap between HOMO and LUMO (alpha / beta)   5.0 / 4.8 eV

Geometry (Å):
H (-2.967, 1.894, 0.889)
O (-0.990, -0.286, -4.687)
H (-0.260, -1.866, -3.996)
H (1.749, 1.844, 0.968)
C (0.370, 0.312, -0.975)
C (-0.617, 0.451, 0.253)
Hg (-0.005, -0.181, 3.297)
C (2.773, -2.055, 2.885)
O (1.632, 3.730, -1.509)
C (3.398, -1.305, 1.780)
O (-0.016, 1.204, 1.320)
H (0.360, 2.783, -4.809)
H (2.396, 3.191, 1.209)
H (-3.387, -0.814, 3.651)
H (-0.455, 0.481, -4.480)
H (-5.083, -2.539, 3.094)
H (2.893, -0.339, 1.804)
H (2.075, 4.497, -1.144)
H (-4.058, -2.988, 4.424)
H (3.543, 0.766, -0.934)
H (0.446, 1.318, -1.389)
H (-1.589, -3.350, 0.026)
H (0.118, -2.656, -5.231)
O (2.539, 2.349, 0.776)
O (-0.759, -3.286, 0.499)
Hg (-1.019, 3.359, 2.354)
O (-1.735, -1.814, 3.197)
O (1.388, -2.249, 2.741)
H (4.429, -0.981, 1.925)
O (4.299, 0.179, -0.967)
O (-1.630, 2.858, -2.286)
H (1.253, 3.287, -0.751)
H (-0.820, -0.560, 0.607)
H (3.268, -1.703, 0.774)
H (-1.034, 2.537, -2.963)
H (-0.114, -3.079, -0.177)
H (2.936, -1.501, 3.809)
H (4.496, -0.009, -0.050)
O (0.152, -2.684, -4.274)
H (-0.882, -0.407, -5.630)
H (-2.266, 2.152, -2.171)
H (1.385, -0.035, -0.784)
H (3.061, -3.106, 2.888)
H (-3.301, -1.246, 1.948)
H (-3.787, -3.712, 2.914)
H (0.039, -0.371, -1.757)
H (-3.964, 2.909, 1.406)
O (-3.042, 2.658, 1.461)
O (0.310, 2.030, -4.221)
C (-3.104, -1.606, 2.957)
H (-1.587, 0.792, -0.108)
H (1.210, 1.898, -3.923)
C (-4.048, -2.753, 3.360)

Löwdin atomic charge list, values in e, 5 entries: 0.01 -0.06 -0.03 -0.04 -0.06


ORCA calculation (ωB97M-V/def2-TZVPD) on a single C10H23N3O2 molecule at a distorted geometry.

Properties
HOMO level   -0.3279 hartree
Total charge   0
Energy relative to the best compared isomer or geometry (same formula, charge and spin)   4.164 eV
Calculated total energy   -709.36151 Ha
Multiplicity   1
Structure (SMILES)   COCC(=O)NCCCCNCCCN
Gap between HOMO and LUMO   9.4 eV

Geometry (Å):
H (-3.443, -2.562, 0.788)
H (-2.815, -1.253, 2.304)
N (-0.968, -1.742, -1.417)
C (3.828, -0.726, 1.335)
H (-1.611, 3.051, -1.645)
H (0.904, 2.894, -0.924)
C (-2.394, -2.373, 0.495)
H (-2.620, -2.943, -1.495)
H (-0.802, 3.469, 0.861)
H (1.278, -1.613, -0.002)
H (-1.001, -1.197, 1.811)
H (-0.500, 1.120, 1.431)
O (3.535, -1.434, 0.004)
C (-1.622, 2.708, 0.663)
C (-1.225, 2.300, -0.796)
H (-0.835, -2.201, -2.488)
H (-1.955, 1.457, -1.095)
H (-1.772, -3.129, 0.735)
C (1.857, 0.499, -0.324)
H (-2.257, 0.240, -0.202)
H (4.694, -1.135, 1.804)
H (-2.690, 3.280, 0.617)
C (2.177, -0.980, -0.403)
C (0.163, 2.070, -1.164)
H (-1.778, 1.359, 2.390)
H (-3.029, -1.406, -1.078)
H (0.177, -0.077, -0.994)
C (-2.220, -2.128, -0.966)
H (3.100, -1.130, 2.088)
N (0.670, 0.758, -0.937)
N (-2.432, 0.170, 0.760)
O (2.621, 1.297, 0.105)
H (2.118, -1.391, -1.377)
H (0.409, 2.310, -2.299)
C (-1.542, 1.325, 1.329)
H (-0.280, -2.384, -0.964)
C (-2.191, -1.080, 1.315)
H (3.595, 0.353, 1.112)

Löwdin atomic charge list, values in e, 5 entries: 0.12 0.13 -0.01 -0.05 0.15


ORCA calculation (ωB97M-V/def2-TZVPD) on C14H13N5O7Rh as an isolated structure at a distorted geometry.

Properties
HOMO level (alpha / beta)   -0.4610 / -0.4612 hartree
Total charge   +1
Calculated total energy   -1452.08290 Ha
Multiplicity   1
Gap between HOMO and LUMO (alpha / beta)   5.9 / 5.9 eV

Geometry (Å):
C (0.891, 2.868, -2.578)
O (-0.546, -6.433, 0.771)
O (1.040, 5.727, -2.638)
N (0.991, 1.188, -0.914)
H (2.259, 1.471, 0.686)
C (-1.402, -4.376, 0.047)
O (2.827, -2.799, 2.194)
O (-3.361, -2.547, -1.018)
C (2.000, 5.083, -2.287)
C (0.518, 1.634, -2.075)
C (-1.244, -3.015, -0.046)
C (-2.517, 0.714, 1.936)
C (-0.395, -5.125, 0.686)
C (0.720, -4.442, 1.202)
H (4.055, 5.018, -2.004)
Rh (-0.063, -0.204, 0.346)
C (2.330, 3.135, -0.685)
H (1.536, -4.948, 1.698)
N (-0.185, -2.387, 0.454)
H (0.463, 3.244, -3.494)
C (1.889, 1.901, -0.238)
H (3.368, 6.550, -2.424)
H (-0.184, 0.997, -2.598)
H (0.206, -6.868, 1.199)
C (-2.296, -2.067, -0.725)
O (-1.267, 0.776, 1.856)
H (-4.079, 0.437, 3.253)
H (-2.264, -4.866, -0.377)
H (3.034, 3.691, -0.087)
C (1.983, -2.193, 1.590)
N (-3.317, 0.992, 0.898)
O (-1.873, -0.889, -0.852)
N (3.241, 5.582, -2.168)
N (-3.085, 0.406, 3.110)
H (-2.905, 1.114, -0.016)
H (-4.303, 0.789, 0.922)
C (1.795, 3.648, -1.861)
H (-2.489, 0.266, 3.910)
C (0.769, -3.077, 1.050)
O (1.861, -0.993, 1.276)

Löwdin atomic charge list, values in e, 5 entries: 0.04 0.14 0.11 -0.06 0.12


ORCA calculation (ωB97M-V/def2-TZVPD) on C3LiO6Sm as an isolated structure at a distorted geometry.

Properties
HOMO level (alpha / beta)   -0.2111 / -0.2972 hartree
Total charge   0
Calculated total energy   -1231.32332 Ha
Multiplicity   8
Gap between HOMO and LUMO (alpha / beta)   5.4 / 7.6 eV

Geometry (Å):
O (0.498, 1.415, 0.304)
O (-2.691, 0.000, -0.651)
C (-2.871, 1.088, -0.258)
Sm (-1.055, -2.223, -0.686)
Li (1.508, 2.854, 1.049)
C (1.242, 0.418, 0.174)
C (2.696, 0.539, 0.773)
O (2.944, 1.678, 1.263)
O (-3.277, 2.108, 0.097)
O (0.920, -0.662, -0.383)
O (3.460, -0.421, 0.670)

Löwdin atomic charge list, values in e, 5 entries: -0.11 0.01 -0.38 1.06 0.78


ORCA calculation (ωB97M-V/def2-TZVPD) on C2H7N3O2 as an isolated structure at a distorted geometry.

Properties
HOMO level   -0.3159 hartree
Total charge   0
Energy relative to the best compared isomer or geometry (same formula, charge and spin)   3.580 eV
Calculated total energy   -395.07343 Ha
Multiplicity   1
Gap between HOMO and LUMO   9.0 eV

Geometry (Å):
H (-0.244, -1.675, 1.109)
O (1.883, 1.196, 1.008)
H (-0.573, 1.760, -1.038)
O (1.420, -0.866, 1.780)
H (1.013, 1.697, -0.283)
C (1.465, 0.068, 1.101)
H (-1.451, -2.443, 0.183)
C (-0.950, -0.461, -0.195)
H (0.653, 1.185, -1.912)
N (0.413, -0.118, -0.524)
N (0.343, 1.277, -0.975)
H (-1.572, -0.518, -1.204)
H (-1.243, 0.466, 0.300)
N (-1.156, -1.567, 0.649)

Löwdin atomic charge list, values in e, 5 entries: 0.05 0.04 0.16 0.13 0.11


ORCA calculation (ωB97M-V/def2-TZVPD) on C32H37N6O10P3PbS3 as an isolated structure.

Properties
HOMO level   -0.0849 hartree
Total charge   -2
Energy relative to the best compared isomer or geometry (same formula, charge and spin)   0.000 eV
Calculated total energy   -4734.43063 Ha
Multiplicity   1
Gap between HOMO and LUMO   6.4 eV

Geometry (Å):
P (-2.076, -0.909, -0.227)
C (-1.048, 2.831, 1.402)
H (-3.957, -3.208, -0.654)
H (-1.358, -0.780, -3.063)
H (-4.039, -2.006, 4.135)
C (3.371, -2.972, 0.137)
H (1.807, 5.519, -2.007)
C (-5.485, 1.389, -2.341)
S (0.076, -2.404, 2.627)
C (-0.413, -4.300, -1.815)
C (-3.400, -0.036, -1.154)
N (2.205, 2.797, -2.601)
C (1.180, 3.471, -1.681)
C (2.407, -1.217, -2.888)
H (-6.287, 1.949, -2.809)
H (0.510, 4.960, -3.112)
C (-0.527, -2.687, -3.585)
C (-5.081, 0.172, -2.875)
C (4.726, 2.955, 3.832)
P (2.161, 3.379, -0.082)
H (2.511, 1.965, -2.068)
H (5.079, -2.851, -4.147)
O (-0.141, 2.316, 0.647)
H (1.750, 2.540, -3.481)
H (2.968, 4.085, 4.157)
C (4.336, -2.957, -2.137)
H (-0.214, -2.985, 5.290)
H (5.094, 2.621, 2.861)
C (0.735, -2.596, 5.651)
C (3.339, -1.620, -3.838)
N (3.310, 3.220, 3.775)
N (2.724, -2.969, 2.265)
H (-1.002, 2.566, -4.058)
C (-4.850, 1.891, -1.215)
C (-1.431, -2.146, -1.411)
C (-4.804, -3.636, 1.265)
H (3.012, 3.410, -2.714)
H (4.961, 2.174, 4.559)
H (3.282, -1.246, -4.853)
H (0.727, -1.510, 5.573)
C (-0.168, -3.951, -3.135)
N (1.105, 2.664, 3.630)
H (-2.544, -0.792, 2.595)
C (-1.694, 1.776, 2.363)
O (-0.017, 0.992, -1.682)
O (3.517, 4.089, -0.835)
H (3.947, 4.582, -0.129)
H (0.884, 3.562, 3.212)
C (-1.136, -1.785, -2.726)
H (0.903, -2.900, 6.686)
H (-3.316, 1.605, 0.241)
Pb (0.723, 0.139, 0.897)
C (-4.046, -0.537, -2.282)
C (-1.039, -3.406, -0.958)
C (-4.831, -3.298, 2.615)
H (1.617, -0.515, -3.139)
C (-3.971, -2.948, 0.399)
O (-2.796, 1.970, 2.860)
C (4.325, -2.512, -3.446)
C (1.669, -2.831, 3.030)
N (2.535, -2.530, 0.991)
C (-3.811, 1.186, -0.627)
O (-1.429, 3.989, 1.409)
P (-0.340, 2.417, -2.003)
H (5.092, -3.648, -1.786)
O (-0.948, 0.746, 2.560)
H (-5.437, -4.432, 0.888)
H (-5.139, 2.847, -0.798)
H (0.422, 1.934, 3.443)
H (4.135, -3.698, 0.426)
O (-1.629, 3.101, -1.784)
C (0.908, 4.906, -2.097)
H (5.234, 3.879, 4.109)
C (-4.025, -2.276, 3.086)
H (-0.103, -5.268, -1.440)
C (-3.148, -1.925, 0.871)
H (-0.305, -2.390, -4.604)
H (-5.480, -3.838, 3.295)
H (0.321, -4.650, -3.804)
O (2.512, 1.917, -0.001)
C (3.354, -2.502, -1.252)
O (-0.113, 2.515, -3.695)
H (-5.572, -0.228, -3.755)
N (2.404, -1.641, -1.632)
C (-3.180, -1.589, 2.221)
C (2.386, 2.263, 3.548)
O (1.924, 4.291, 1.060)
H (-1.192, -3.674, 0.080)
S (2.104, -3.281, 4.704)
S (2.828, 0.697, 3.146)
H (0.150, 5.289, -1.414)
H (-3.744, -1.488, -2.704)

Löwdin atomic charge list, values in e, 5 entries: 1.08 -0.60 0.10 0.10 0.10


ORCA calculation (ωB97M-V/def2-TZVPD) on a single C3H3NS2 molecule at a distorted geometry.

Properties
HOMO level   -0.3305 hartree
Total charge   0
Energy relative to the best compared isomer or geometry (same formula, charge and spin)   1.602 eV
Calculated total energy   -967.15712 Ha
Multiplicity   1
Structure (SMILES)   C=C=NC(=S)S
Gap between HOMO and LUMO   8.8 eV

Geometry (Å):
N (0.834, 0.032, 0.017)
S (0.676, -2.475, -0.911)
C (-0.294, 1.148, 1.935)
H (-0.627, 2.135, 1.688)
H (-0.443, 1.019, 2.963)
C (0.349, -0.922, -1.005)
C (0.136, 0.499, 0.901)
H (-0.360, -1.302, -3.072)
S (-0.270, -0.136, -2.516)

Löwdin atomic charge list, values in e, 5 entries: 0.03 0.67 0.04 0.06 0.05